{
  "formula": "C64H144O14V2",
  "method": "ωB97M-V/def2-TZVPD",
  "fmax_ev_per_a": 5.75,
  "total_energy_ev": -148752.506,
  "multiplicity": 3,
  "e_lumo_ev": [-0.25, -0.05],
  "symbols": ["O", "V", "O", "V", "O", "C", "O", "O", "H", "O", "C", "O", "O", "H", "O", "C", "O", "O", "H", "O", "C", "O", "O", "H", "C", "C", "C", "C", "C", "C", "H", "H", "H", "H", "H", "H", "H", "H", "H", "H", "H", "H", "H", "H", "C", "C", "C", "C", "C", "C", "H", "H", "H", "H", "H", "H", "H", "H", "H", "H", "H", "H", "H", "H", "C", "C", "C", "C", "C", "C", "H", "H", "H", "H", "H", "H", "H", "H", "H", "H", "H", "H", "H", "H", "C", "C", "C", "C", "C", "C", "H", "H", "H", "H", "H", "H", "H", "H", "H", "H", "H", "H", "H", "H", "C", "C", "C", "C", "C", "C", "H", "H", "H", "H", "H", "H", "H", "H", "H", "H", "H", "H", "H", "H", "C", "C", "C", "C", "C", "C", "H", "H", "H", "H", "H", "H", "H", "H", "H", "H", "H", "H", "H", "H", "C", "C", "C", "C", "C", "C", "H", "H", "H", "H", "H", "H", "H", "H", "H", "H", "H", "H", "H", "H", "C", "C", "C", "C", "C", "C", "H", "H", "H", "H", "H", "H", "H", "H", "H", "H", "H", "H", "H", "H", "C", "C", "C", "C", "C", "C", "H", "H", "H", "H", "H", "H", "H", "H", "H", "H", "H", "H", "H", "H", "C", "C", "C", "C", "C", "C", "H", "H", "H", "H", "H", "H", "H", "H", "H", "H", "H", "H", "H", "H"],
  "coordinates": [[-2.27, -1.98, -5.65], [-3.20, -1.29, -4.61], [-4.66, 0.80, -0.40], [-4.44, -0.44, -1.35], [-4.53, 2.27, -4.03], [-4.30, 0.95, -4.10], [-4.66, 0.04, -3.25], [-3.56, 0.63, -5.08], [-3.98, 2.68, -4.73], [-6.43, -2.76, -3.68], [-5.28, -2.32, -4.05], [-5.10, -1.71, -5.10], [-4.27, -2.45, -3.19], [-6.46, -2.66, -2.69], [-0.52, -0.30, -1.69], [-1.69, -0.63, -2.13], [-1.79, -0.75, -3.34], [-2.55, -0.68, -1.18], [0.19, -0.40, -2.35], [-5.83, -3.69, 0.13], [-5.41, -2.55, -0.21], [-4.36, -1.95, 0.16], [-6.06, -1.87, -1.13], [-6.75, -3.78, -0.17], [2.52, -5.38, 1.40], [3.46, -5.77, 0.30], [2.83, -6.96, -0.44], [3.76, -7.38, -1.57], [3.59, -8.87, -1.96], [4.48, -9.33, -3.07], [3.00, -4.61, 1.97], [2.31, -6.30, 2.00], [1.56, -5.00, 1.05], [3.70, -4.97, -0.41], [4.38, -6.09, 0.72], [1.86, -6.66, -0.82], [2.67, -7.73, 0.36], [3.54, -6.69, -2.40], [4.82, -7.14, -1.22], [3.71, -9.53, -1.09], [2.54, -9.02, -2.26], [5.55, -9.03, -2.95], [4.49, -10.42, -3.15], [4.04, -8.93, -4.00], [0.80, -4.62, -3.92], [0.65, -3.61, -2.82], [-0.19, -4.08, -1.63], [-1.69, -4.26, -1.89], [-2.21, -5.67, -1.67], [-1.61, -6.76, -2.54], [1.36, -4.13, -4.73], [-0.10, -5.04, -4.34], [1.32, -5.61, -3.64], [1.63, -3.25, -2.49], [0.23, -2.69, -3.29], [-0.02, -3.32, -0.87], [0.23, -5.03, -1.29], [-2.22, -3.54, -1.23], [-1.88, -3.88, -2.89], [-2.04, -6.01, -0.68], [-3.30, -5.66, -1.79], [-1.97, -6.63, -3.58], [-0.53, -6.64, -2.57], [-1.88, -7.76, -2.17], [-1.92, -3.49, 1.64], [-2.73, -4.61, 2.26], [-1.99, -5.97, 2.37], [-0.89, -5.86, 3.42], [-1.39, -6.08, 4.83], [-0.37, -5.75, 5.96], [-2.55, -2.61, 1.36], [-1.47, -3.91, 0.73], [-1.06, -3.17, 2.21], [-3.20, -4.39, 3.27], [-3.65, -4.71, 1.67], [-1.52, -6.22, 1.42], [-2.59, -6.87, 2.66], [-0.13, -6.65, 3.34], [-0.39, -4.87, 3.42], [-2.32, -5.56, 5.06], [-1.68, -7.15, 5.00], [0.03, -4.73, 5.83], [-0.84, -5.69, 6.92], [0.46, -6.43, 5.91], [3.47, 10.85, 0.08], [3.19, 9.75, -0.95], [2.55, 8.49, -0.40], [2.62, 7.27, -1.39], [1.75, 6.10, -1.08], [2.08, 4.90, -1.87], [3.96, 11.72, -0.36], [4.07, 10.50, 0.95], [2.47, 11.08, 0.48], [2.59, 10.21, -1.74], [4.14, 9.54, -1.47], [1.51, 8.81, -0.18], [2.98, 8.26, 0.53], [2.52, 7.76, -2.35], [3.65, 6.95, -1.26], [1.81, 5.91, 0.00], [0.70, 6.37, -1.21], [1.50, 4.00, -1.67], [2.09, 5.09, -2.95], [3.09, 4.62, -1.62], [3.86, -0.38, -6.40], [2.51, -0.85, -6.93], [1.47, -1.03, -5.83], [0.98, 0.26, -5.14], [-0.17, 1.00, -5.86], [-0.75, 2.24, -5.17], [3.72, 0.55, -5.88], [4.55, -0.26, -7.25], [4.23, -1.14, -5.73], [2.15, -0.16, -7.63], [2.70, -1.73, -7.51], [1.80, -1.71, -5.05], [0.54, -1.47, -6.24], [0.69, 0.06, -4.08], [1.81, 0.95, -5.02], [0.17, 1.31, -6.87], [-1.02, 0.31, -6.06], [-0.95, 2.08, -4.12], [-0.04, 3.06, -5.25], [-1.59, 2.73, -5.67], [3.45, 2.02, 1.06], [3.53, 2.70, 2.42], [4.90, 3.24, 2.72], [5.16, 3.74, 4.13], [6.49, 4.48, 4.19], [7.01, 4.76, 5.61], [2.44, 1.75, 0.76], [4.08, 1.15, 1.12], [3.72, 2.69, 0.26], [2.79, 3.49, 2.47], [3.16, 2.01, 3.19], [5.04, 4.08, 2.06], [5.63, 2.51, 2.47], [4.41, 4.46, 4.40], [5.17, 2.91, 4.87], [7.27, 3.98, 3.63], [6.36, 5.41, 3.71], [7.03, 3.85, 6.23], [8.00, 5.24, 5.65], [6.34, 5.47, 6.13], [-4.85, 0.03, 2.98], [-4.31, -1.11, 3.81], [-2.88, -0.84, 4.33], [-2.35, -1.97, 5.19], [-0.96, -1.78, 5.83], [0.23, -1.90, 4.81], [-5.81, -0.17, 2.51], [-4.15, 0.18, 2.15], [-4.81, 0.94, 3.53], [-4.95, -1.32, 4.72], [-4.23, -2.07, 3.30], [-2.83, 0.09, 4.89], [-2.24, -0.73, 3.45], [-3.08, -2.24, 5.93], [-2.30, -2.94, 4.65], [-0.92, -0.80, 6.24], [-0.82, -2.53, 6.64], [1.13, -1.44, 5.22], [0.48, -2.94, 4.73], [-0.11, -1.37, 3.91], [-1.71, 2.75, -0.95], [-0.75, 2.34, 0.17], [-1.40, 2.59, 1.51], [-0.41, 2.40, 2.71], [-1.02, 2.62, 4.11], [0.02, 2.51, 5.18], [-1.94, 3.83, -0.95], [-2.65, 2.18, -0.91], [-1.33, 2.45, -1.93], [-0.48, 1.25, 0.04], [0.20, 2.82, 0.01], [-2.21, 1.85, 1.57], [-1.93, 3.56, 1.58], [0.14, 1.45, 2.73], [0.34, 3.17, 2.60], [-1.50, 3.58, 4.24], [-1.78, 1.87, 4.24], [0.58, 1.57, 5.09], [0.78, 3.28, 5.14], [-0.35, 2.49, 6.22], [-4.94, 3.60, 1.88], [-4.95, 4.77, 0.83], [-5.80, 5.92, 1.43], [-5.93, 7.11, 0.47], [-4.73, 8.02, 0.39], [-4.78, 9.01, -0.75], [-4.40, 3.95, 2.76], [-4.57, 2.62, 1.48], [-5.99, 3.43, 2.12], [-3.91, 5.10, 0.65], [-5.31, 4.47, -0.17], [-5.28, 6.24, 2.37], [-6.74, 5.55, 1.80], [-6.28, 6.71, -0.47], [-6.83, 7.64, 0.82], [-4.64, 8.58, 1.32], [-3.84, 7.39, 0.39], [-5.56, 9.78, -0.61], [-3.84, 9.51, -0.89], [-5.01, 8.48, -1.67], [3.50, 1.24, -2.31], [4.07, -0.13, -2.53], [4.14, -0.93, -1.23], [2.77, -1.00, -0.55], [2.88, -1.74, 0.73], [1.56, -1.95, 1.43], [3.67, 1.74, -3.26], [4.01, 1.71, -1.51], [2.43, 1.27, -2.03], [3.46, -0.64, -3.26], [5.15, -0.09, -2.85], [4.85, -0.38, -0.59], [4.57, -1.90, -1.50], [2.40, -0.01, -0.31], [1.97, -1.44, -1.21], [3.32, -2.73, 0.55], [3.58, -1.23, 1.41], [1.49, -2.58, 2.29], [1.26, -0.93, 1.78], [0.79, -2.23, 0.70]],
  "lowdin_charge": [-0.246, 1.013, -0.249, 1.056, 0.186, -0.585, -0.113, -0.021, 0.152, 0.194, -0.726, 0.040, -0.096, 0.112, 0.159, -0.693, -0.003, -0.045, 0.109, 0.230, -0.687, -0.015, -0.097, 0.163, -0.121, -0.286, -0.241, -0.224, -0.291, -0.138, 0.057, 0.085, 0.067, 0.105, 0.101, 0.093, 0.124, 0.108, 0.128, 0.106, 0.109, 0.086, 0.066, 0.074, -0.109, -0.264, -0.204, -0.200, -0.251, -0.100, 0.065, 0.060, 0.092, 0.095, 0.095, 0.074, 0.098, 0.096, 0.101, 0.072, 0.112, 0.081, 0.045, 0.082, -0.085, -0.239, -0.197, -0.243, -0.272, -0.091, 0.070, 0.055, 0.041, 0.101, 0.089, 0.082, 0.123, 0.111, 0.098, 0.090, 0.116, 0.044, 0.062, 0.061, -0.119, -0.303, -0.223, -0.216, -0.299, -0.121, 0.068, 0.076, 0.070, 0.105, 0.105, 0.120, 0.090, 0.110, 0.112, 0.111, 0.116, 0.057, 0.089, 0.058, -0.096, -0.250, -0.198, -0.193, -0.235, -0.106, 0.050, 0.079, 0.065, 0.085, 0.097, 0.087, 0.110, 0.085, 0.089, 0.117, 0.084, 0.049, 0.072, 0.065, -0.100, -0.263, -0.236, -0.217, -0.284, -0.120, 0.058, 0.065, 0.057, 0.093, 0.112, 0.111, 0.108, 0.106, 0.125, 0.102, 0.091, 0.073, 0.067, 0.074, -0.111, -0.252, -0.218, -0.224, -0.223, -0.094, 0.082, 0.050, 0.058, 0.121, 0.089, 0.100, 0.102, 0.099, 0.090, 0.076, 0.103, 0.068, 0.031, 0.054, -0.093, -0.259, -0.195, -0.187, -0.269, -0.130, 0.083, 0.049, 0.047, 0.106, 0.080, 0.099, 0.111, 0.107, 0.089, 0.105, 0.075, 0.064, 0.068, 0.080, -0.112, -0.250, -0.229, -0.242, -0.282, -0.117, 0.072, 0.042, 0.064, 0.085, 0.110, 0.123, 0.095, 0.102, 0.112, 0.108, 0.101, 0.085, 0.058, 0.068, -0.118, -0.274, -0.207, -0.241, -0.275, -0.098, 0.074, 0.038, 0.079, 0.080, 0.130, 0.117, 0.116, 0.073, 0.110, 0.090, 0.117, 0.043, 0.080, 0.056]
}